This record from OMol25 describes C8H29N14O10Pb as an isolated structure. The level of theory is ωB97M-V/def2-TZVPD.

Geometry as ORCA input:
```
! wB97M-V def2-TZVPD RIJCOSX def2/J DEFGRID3
* xyz 1 1
Pb 8.07372 -14.99315 23.52687
O 4.56500 -15.21210 20.67757
C 5.07619 -15.42695 21.87106
O 6.24085 -15.94401 21.92221
O 4.58258 -15.02658 22.95823
H 5.28313 -15.65260 20.21729
C 6.95928 -11.91023 21.61200
O 7.30237 -12.94033 22.18213
N 6.13336 -11.85351 20.55679
N 7.30435 -10.73483 22.00575
H 6.09119 -12.83418 20.31884
H 5.72164 -11.09818 20.02759
H 7.96390 -10.60239 22.75911
H 7.10443 -9.95115 21.40078
C 10.29814 -16.18507 26.08528
O 9.31264 -15.73659 25.51499
N 10.59802 -17.45962 26.00273
N 11.19333 -15.49965 26.69485
H 11.35726 -17.98004 26.41844
H 10.03667 -17.96827 25.33470
H 11.11167 -14.54895 27.02591
H 11.76642 -16.21785 27.11420
C 9.11919 -18.10310 22.24589
O 9.11545 -17.44916 23.25213
N 8.08288 -18.17480 21.43296
N 10.13709 -18.75285 21.89030
H 7.91921 -18.74434 20.61508
H 7.25784 -17.63981 21.66354
H 10.16068 -19.30590 21.04550
H 10.92793 -18.73389 22.51823
C 8.83983 -14.99375 19.92364
O 9.00434 -15.01496 21.14421
N 9.25364 -15.86696 19.11841
N 8.42392 -13.90099 19.26364
H 9.59596 -16.76269 19.43554
H 9.11632 -15.68588 18.13431
H 8.29509 -13.85772 18.26283
H 8.14199 -13.08777 19.79213
C 6.02382 -17.46864 24.98967
O 6.59192 -16.38022 24.95032
N 4.75362 -17.61519 24.85776
N 6.61616 -18.56509 25.39988
H 4.14804 -18.40885 25.01092
H 4.20921 -16.85938 24.46728
H 6.14792 -19.45952 25.37081
H 7.61095 -18.52125 25.56887
C 6.53846 -12.55021 25.29720
O 7.39507 -13.46947 25.36825
N 6.39949 -11.53922 26.08015
N 5.36460 -12.77241 24.73744
H 7.26949 -11.30810 26.53818
H 5.69222 -10.81990 26.03069
H 4.73445 -11.99387 24.60745
H 5.27274 -13.62489 24.20363
C 11.52988 -13.70758 23.04702
O 10.32353 -13.50788 23.18324
N 11.96335 -14.86633 23.21474
N 12.49220 -12.85152 22.95650
H 11.37295 -15.50322 23.73038
H 12.91941 -15.01943 22.92731
H 13.45253 -13.16299 22.98560
H 12.25538 -11.86979 22.94132
*
```

The HOMO energy comes out at -10.2 eV. As for the max |F|: 7.66 eV/Å. The value obtained for the energy relative to the best compared isomer or geometry (same formula, charge and spin) is 4.659 eV.

In the Mulliken picture, each atom carries the following charge in e: 3.198, -0.581, 0.307, -0.557, -0.859, 0.329, 0.414, -0.728, -0.430, -0.413, 0.265, 0.176, 0.241, 0.171, 0.449, -0.445, -0.433, -0.331, 0.175, 0.135, 0.257, 0.156, 0.316, -0.467, -0.248, -0.411, 0.246, 0.061, 0.173, 0.229, 0.422, -0.470, -0.362, -0.384, 0.213, 0.151, 0.154, 0.141, 0.558, -0.684, -0.401, -0.407, 0.174, 0.232, 0.167, 0.189, 0.524, -0.646, -0.442, -0.158, 0.280, 0.157, 0.235, 0.046, 0.631, -0.571, -0.277, -0.444, 0.060, 0.158, 0.115, 0.242